{
  "formula": "C26H70F2N3O32S10",
  "method": "ωB97M-V/def2-TZVPD",
  "homo_ev": -8.66,
  "energy_ev": -211864.2423,
  "orbital_gap_ev": 10.310,
  "e_above_lowest_ev": 0.000,
  "charge": -1,
  "elements": ["N", "S", "O", "O", "F", "S", "O", "O", "F", "C", "N", "O", "O", "H", "H", "H", "C", "N", "O", "O", "H", "H", "H", "O", "S", "O", "O", "C", "C", "C", "H", "H", "H", "H", "H", "H", "H", "H", "O", "S", "O", "O", "C", "C", "C", "H", "H", "H", "H", "H", "H", "H", "H", "O", "S", "O", "O", "C", "C", "C", "H", "H", "H", "H", "H", "H", "H", "H", "O", "S", "O", "O", "C", "C", "C", "H", "H", "H", "H", "H", "H", "H", "H", "O", "S", "O", "O", "C", "C", "C", "H", "H", "H", "H", "H", "H", "H", "H", "O", "S", "O", "O", "C", "C", "C", "H", "H", "H", "H", "H", "H", "H", "H", "O", "S", "O", "O", "C", "C", "C", "H", "H", "H", "H", "H", "H", "H", "H", "O", "S", "O", "O", "C", "C", "C", "H", "H", "H", "H", "H", "H", "H", "H"],
  "coordinates": [[-0.76664, 0.88954, 0.27659], [-0.08328, -0.20539, 1.06124], [0.97089, 0.33448, 1.92835], [-0.10055, -1.57130, 0.49800], [-1.28838, -0.51594, 2.17574], [0.21544, 0.63812, -1.12028], [-0.43623, -0.11649, -2.21331], [1.66622, 0.56461, -1.07018], [0.18694, 2.13854, -1.68074], [-3.04368, 2.75515, -1.01420], [-4.13097, 3.71703, -0.73666], [-4.72880, 3.61941, 0.28689], [-4.26157, 4.57741, -1.57451], [-2.09597, 3.29287, -1.04260], [-3.17985, 2.46816, -2.05688], [-2.93929, 1.96265, -0.27316], [3.47178, -1.79628, 0.70494], [4.39254, -1.69066, 1.89232], [5.20381, -0.72632, 1.87088], [4.30668, -2.42187, 2.83989], [2.45494, -1.98661, 1.04832], [3.72454, -2.69798, 0.14713], [3.55580, -0.91093, 0.07471], [-3.43354, -3.40629, 0.14648], [-3.23518, -3.01487, -1.23478], [-1.93002, -3.31428, -1.83315], [-4.41859, -3.66653, -2.17445], [-5.77182, -3.67227, -1.78630], [-6.43207, -5.06423, -2.17529], [-3.65866, -1.23296, -1.36479], [-6.28824, -2.84891, -2.27974], [-5.79322, -3.61154, -0.69820], [-7.18330, -5.33644, -1.43389], [-5.72934, -5.89649, -2.21566], [-6.89584, -4.95276, -3.15538], [-2.92497, -0.67905, -0.77913], [-4.65757, -1.23146, -0.92857], [-3.71303, -0.95369, -2.41700], [4.47371, 1.47391, -6.70732], [3.93982, 2.78904, -6.32647], [3.57839, 3.75311, -7.38475], [2.56731, 2.57733, -5.31310], [2.50078, 1.36441, -4.54460], [3.41576, 1.34129, -3.26787], [5.00471, 3.64674, -5.17479], [2.79200, 0.49790, -5.13829], [1.47510, 1.16692, -4.23303], [3.38443, 0.35114, -2.81319], [2.97032, 2.10499, -2.63036], [4.48941, 1.44961, -3.42163], [5.56134, 3.03103, -4.46827], [4.35096, 4.39623, -4.72869], [5.70356, 4.19544, -5.80615], [-1.69025, 8.04329, -1.20229], [-0.84619, 7.00247, -0.64470], [-1.44344, 5.81520, 0.00983], [0.18129, 6.54318, -1.87123], [0.82362, 5.36546, -1.68277], [1.15846, 4.76305, -3.03422], [0.24668, 7.77011, 0.61092], [0.23513, 4.62504, -1.14093], [1.72180, 5.60973, -1.11555], [0.28813, 4.39518, -3.57763], [1.96814, 4.03643, -3.10178], [1.59346, 5.53697, -3.66662], [0.83396, 8.57864, 0.17562], [0.92840, 6.97623, 0.91604], [-0.40460, 8.08855, 1.42490], [1.57070, -4.59174, 4.43888], [0.31415, -4.12341, 3.82338], [0.21397, -2.82156, 3.22695], [-0.15615, -5.20951, 2.68800], [-1.18919, -4.89483, 1.76374], [-0.83292, -5.75321, 0.58197], [-0.97469, -4.43071, 5.15334], [-1.24330, -3.82162, 1.58100], [-2.17031, -5.20754, 2.12114], [-1.29074, -5.58587, -0.39297], [-0.93030, -6.79860, 0.87487], [0.19230, -5.58025, 0.25471], [-1.96076, -4.54596, 4.70335], [-0.90765, -3.58360, 5.83597], [-0.71502, -5.30095, 5.75613], [4.99084, -0.67178, 5.47653], [3.70568, -0.51229, 6.17264], [3.58002, -0.59141, 7.65223], [3.05835, 1.00367, 5.67152], [3.27363, 1.47665, 4.32841], [4.66972, 2.12127, 4.17936], [2.48139, -1.56492, 5.47374], [2.55011, 2.23526, 4.02985], [3.15850, 0.64051, 3.63869], [5.56079, 1.49941, 4.09351], [4.86564, 2.87207, 4.94487], [4.68688, 2.60558, 3.20302], [2.90277, -2.55318, 5.65778], [2.41881, -1.24066, 4.43498], [1.51702, -1.52344, 5.98008], [-5.80905, -0.20999, 0.72824], [-5.87241, 0.41418, 2.04175], [-6.92237, 1.37670, 2.32916], [-5.90807, -0.81569, 3.13222], [-4.91168, -1.82842, 3.09325], [-5.48080, -3.23413, 3.05541], [-4.13918, 1.12777, 2.39998], [-4.23680, -1.73126, 3.94366], [-4.22452, -1.65714, 2.26465], [-5.73993, -3.44128, 4.09369], [-4.74946, -3.93366, 2.65055], [-6.40808, -3.37286, 2.49953], [-3.80517, 0.71503, 3.35192], [-4.26078, 2.20175, 2.54099], [-3.58025, 0.89909, 1.49257], [2.99729, -4.59868, -2.63122], [2.49684, -3.46977, -3.38721], [3.20351, -2.21087, -3.38984], [2.18113, -3.97198, -4.96000], [1.77809, -5.30697, -5.21908], [1.91358, -5.41300, -6.76056], [0.76734, -3.07106, -2.87261], [0.71184, -5.43777, -5.03441], [2.26928, -6.08038, -4.62859], [2.95039, -5.49696, -7.08625], [1.44376, -4.55818, -7.24702], [1.42788, -6.34465, -7.05078], [0.79005, -2.79359, -1.81876], [0.28781, -4.04900, -2.91483], [0.32992, -2.34051, -3.55310], [0.83405, 4.03930, 4.01861], [0.17327, 4.59995, 2.80317], [-0.44002, 5.90552, 2.86929], [1.25649, 4.55371, 1.50528], [1.71606, 3.29842, 1.07793], [2.97009, 3.33400, 0.25528], [-1.04513, 3.43717, 2.20124], [0.90505, 2.87884, 0.48269], [1.84650, 2.64512, 1.94065], [3.68044, 3.84620, 0.90425], [2.83335, 3.91005, -0.65991], [3.32664, 2.35076, -0.05166], [-0.57706, 2.48498, 2.45097], [-1.21800, 3.54937, 1.13090], [-1.93328, 3.52743, 2.82666]],
  "forces_ev_per_angstrom": [[1.06, 0.94, -4.80], [-0.01, -5.15, 7.29], [-1.09, -1.56, -1.68], [1.37, 2.70, -0.01], [0.62, 1.12, -0.74], [-0.22, 1.18, -5.08], [0.77, 1.32, 2.94], [-1.68, -1.17, 1.66], [-1.23, 0.27, 0.36], [0.84, -0.14, -0.64], [1.71, 0.11, -0.96], [-1.17, -0.13, 1.54], [-0.53, 0.33, -0.24], [-0.17, 0.40, 0.25], [-0.15, -0.56, 0.26], [-0.54, 0.10, -0.32], [-0.17, -0.70, 0.01], [1.40, 2.90, -0.08], [-1.38, -1.66, -0.44], [-0.52, -0.80, -0.27], [0.09, 0.37, 0.31], [0.41, 0.06, 0.02], [0.06, -0.14, 0.38], [-0.30, 0.06, -0.91], [1.06, 0.65, -0.22], [-2.71, 0.22, 0.44], [2.49, 0.22, -0.27], [-0.82, -1.82, 0.76], [0.34, 1.25, -0.04], [-0.11, -1.67, -0.07], [-0.04, 0.02, 0.22], [-0.28, 0.42, 0.03], [-0.13, 0.19, -0.10], [0.28, 0.32, 0.05], [-0.07, -0.24, 0.05], [-0.07, -0.05, -0.12], [0.13, 0.43, 0.16], [0.32, -0.01, 0.12], [-0.89, 2.21, 0.84], [-1.26, -0.89, -0.76], [0.40, -1.89, 2.44], [1.61, 0.41, -1.55], [1.74, -1.51, 0.81], [-0.90, 0.15, -0.88], [0.06, 0.57, -0.68], [-0.06, 0.19, -0.43], [-0.11, 0.62, -0.15], [-0.62, 0.11, 0.08], [0.63, -0.14, 0.50], [-0.13, 0.58, -0.43], [-0.51, -0.12, -0.15], [0.11, -0.20, 0.32], [0.09, -0.12, -0.07], [1.05, -1.42, 0.37], [-0.84, 0.01, 0.88], [1.16, 1.94, -1.74], [-3.25, 2.81, 1.00], [2.00, -2.87, 0.07], [0.63, 0.73, -1.05], [0.01, -0.80, -1.07], [-0.08, 0.24, 0.31], [0.26, -0.48, 0.11], [-0.04, -0.12, 0.25], [-0.34, -0.44, 0.77], [-0.24, 0.44, -0.11], [-0.38, 0.06, -0.14], [-0.17, 0.05, 0.25], [0.12, -0.12, -0.15], [-2.39, 0.80, -1.66], [0.48, -1.97, 1.19], [-0.03, -0.44, 0.68], [1.27, 0.57, 2.27], [-0.59, 0.42, -0.98], [0.72, -0.20, -1.19], [0.84, 0.54, -0.66], [0.27, -0.06, -0.21], [-0.01, -0.02, 0.48], [-1.06, 0.20, 0.48], [0.04, -0.04, -0.19], [0.41, -0.04, 0.64], [0.11, 0.21, 0.00], [-0.21, 0.21, -0.27], [0.24, -0.15, -0.55], [-2.28, 0.04, 1.53], [0.30, 2.11, 0.72], [0.53, 0.58, -3.35], [0.24, -1.48, 1.44], [2.04, -0.52, -0.19], [-0.02, 0.12, -0.72], [0.44, -0.17, 0.13], [-0.41, -0.18, 0.84], [0.07, -0.03, -0.19], [-0.46, -0.67, 0.51], [-0.25, 0.03, 0.03], [-0.24, 0.46, -0.09], [-0.10, -0.16, -0.68], [-0.13, -0.65, -0.04], [0.25, 0.51, 0.07], [-0.20, 0.61, 1.04], [1.23, 0.10, -0.11], [1.37, -1.75, 0.11], [-1.11, 1.54, -0.11], [1.28, -0.19, -1.16], [-0.44, 0.25, 0.62], [-2.04, -0.06, -0.12], [-0.35, 0.17, 0.44], [-0.26, -0.04, -0.47], [0.05, -0.64, -0.02], [0.08, 0.04, 0.25], [0.13, 0.45, -0.29], [0.24, -0.32, -0.42], [-0.15, -0.06, -0.30], [0.24, -0.14, 0.52], [-0.23, 0.72, -0.76], [-2.02, 0.37, 0.19], [0.00, -1.22, -0.76], [1.20, 1.32, 2.18], [-0.73, -0.10, -1.57], [0.33, -0.88, 0.85], [1.39, -1.38, -0.19], [-0.22, 0.30, 0.40], [0.56, 0.31, -0.16], [0.04, 0.22, 0.12], [-0.03, -0.12, 0.13], [-0.17, 0.06, -0.25], [0.05, 0.39, -0.19], [-0.34, 0.19, -0.17], [0.18, -0.07, 0.28], [-1.35, 1.29, -3.03], [1.02, -1.09, 0.99], [1.22, -0.80, -0.21], [-1.07, 2.30, 1.92], [-0.95, -2.24, -0.28], [0.24, 1.08, 0.30], [0.72, -0.40, 0.78], [0.03, -0.25, 0.02], [0.12, -0.05, 0.02], [0.59, -0.09, -0.37], [0.03, 0.08, 0.07], [-0.19, -0.06, 0.43], [-0.16, -0.21, -0.33], [-0.03, 0.22, 0.30], [0.01, 0.32, -0.20]],
  "mulliken_charge": [0.36, -0.36, -0.15, 0.28, -0.33, 0.02, -0.48, -0.17, 0.05, 0.52, 1.15, -0.61, -0.62, -0.42, 0.44, -0.38, -0.40, 1.09, -0.60, -0.58, -0.12, 0.45, 0.10, -0.41, 0.89, -0.53, -0.34, 0.08, -1.27, -0.30, 0.33, 0.09, 0.36, 0.31, 0.33, -0.30, 0.26, 0.49, -0.60, 1.16, -0.62, -0.34, -0.58, -0.06, -0.83, 0.57, 0.16, -0.02, -0.23, 0.35, 0.33, 0.21, 0.42, -0.65, 1.03, -0.38, -0.50, 0.66, -0.88, -0.64, -0.20, 0.28, 0.30, -0.30, 0.51, 0.38, 0.02, 0.34, -0.66, 0.93, -0.05, -0.35, 0.63, -1.48, -0.94, -0.04, 0.16, 0.31, 0.35, 0.36, 0.22, 0.31, 0.38, -0.55, 1.21, -0.68, -0.43, 1.27, -1.29, -0.69, -0.14, -0.42, 0.36, 0.35, 0.27, 0.42, -0.03, 0.39, -0.60, 1.07, -0.64, -0.40, 0.55, -1.34, -0.73, 0.28, -0.13, 0.39, 0.22, 0.34, 0.62, 0.44, -0.26, -0.68, 1.20, -0.53, -0.29, -0.15, -1.26, -0.64, 0.22, 0.37, 0.31, 0.30, 0.41, -0.17, 0.47, 0.41, -0.61, 1.11, -0.62, -0.42, 1.96, -1.63, -0.13, -0.28, -0.46, 0.49, 0.10, 0.14, 0.05, -0.34, 0.58]
}